## P
50
Properties=species:S:1:pos:R:3 method="wB97M-V/def2-TZVPD" smiles="COc1cccc(N2CCN(C(=S)Nc3ccc(C)cc3C)CC2)c1" orbital_gap_ha=0.306 e_lumo_ev=0.550
C 3.1087 2.0051 6.2224
O 2.3141 1.6271 5.1257
C 2.4749 0.3732 4.6096
C 3.3540 -0.5832 5.0974
C 3.4138 -1.8176 4.4683
C 2.6226 -2.1099 3.3802
C 1.7378 -1.1511 2.8725
N 0.9066 -1.4835 1.8025
C -0.2106 -0.6247 1.4817
C -1.2392 -1.4566 0.7018
N -0.6461 -1.9949 -0.5009
C -0.7328 -1.4316 -1.7365
S 0.0470 -2.1001 -3.0361
N -1.4961 -0.3113 -1.8488
C -1.8955 0.3355 -3.0288
C -2.3247 -0.3825 -4.1372
C -2.7456 0.2785 -5.2741
C -2.7646 1.6655 -5.3251
C -3.1984 2.3863 -6.5651
C -2.3509 2.3721 -4.2038
C -1.9131 1.7349 -3.0545
C -1.4604 2.5344 -1.8658
C 0.4631 -2.8624 -0.1676
C 1.5060 -2.0572 0.6108
C 1.6798 0.0868 3.5015
H 2.8263 3.0316 6.4518
H 2.9161 1.3741 7.0962
H 4.1752 1.9700 5.9774
H 3.9847 -0.3893 5.9494
H 4.0904 -2.5683 4.8495
H 2.6733 -3.0899 2.9330
H 0.0984 0.2457 0.8760
H -0.6664 -0.2703 2.4072
H -1.5327 -2.3090 1.3240
H -2.1392 -0.8805 0.4849
H -1.6333 0.2395 -1.0144
H -2.3239 -1.4595 -4.1061
H -3.0693 -0.2942 -6.1305
H -2.3390 2.5601 -7.2136
H -3.9246 1.7978 -7.1210
H -3.6367 3.3515 -6.3214
H -2.3626 3.4532 -4.2283
H -1.4316 3.5922 -2.1130
H -2.1419 2.4079 -1.0213
H -0.4609 2.2311 -1.5527
H 0.0902 -3.6890 0.4429
H 0.8931 -3.2533 -1.0901
H 1.8906 -1.2603 -0.0484
H 2.3389 -2.6999 0.8871
H 1.0344 0.8756 3.1513

---

## Q
50
Properties=species:S:1:pos:R:3 method="wB97M-V/def2-TZVPD" smiles="COc1ccc(CNC(=S)N2CCN(Cc3ccccc3)CC2)cc1" orbital_gap_ha=0.316 e_lumo_ev=0.695
C 4.0113 -0.0098 -6.7921
O 3.0134 0.9276 -6.4691
C 2.0324 0.5596 -5.5985
C 1.9380 -0.6815 -4.9783
C 0.8913 -0.9425 -4.1115
C -0.0762 0.0152 -3.8457
C -1.1766 -0.2687 -2.8578
N -0.7275 -0.0436 -1.4950
C -0.2688 -1.0346 -0.6921
S -0.4405 -2.6280 -1.1278
N 0.3383 -0.6805 0.4717
C 0.1234 0.5755 1.1609
C -0.9612 0.3998 2.2276
N -0.5446 -0.6154 3.1749
C -1.4694 -0.7266 4.2904
C -1.4450 0.5176 5.1364
C -2.6181 1.1281 5.5555
C -2.5753 2.2660 6.3435
C -1.3575 2.8087 6.7135
C -0.1816 2.2073 6.2950
C -0.2254 1.0675 5.5142
C -0.3386 -1.8794 2.4912
C 0.7354 -1.7019 1.4198
C 0.0275 1.2568 -4.4636
C 1.0635 1.5279 -5.3313
H 4.6701 0.4929 -7.4986
H 3.5875 -0.9016 -7.2649
H 4.5871 -0.3055 -5.9090
H 2.6684 -1.4534 -5.1623
H 0.8256 -1.9085 -3.6340
H -1.4950 -1.3112 -2.9235
H -2.0341 0.3864 -3.0388
H -0.3847 0.8911 -1.3286
H -0.1611 1.3764 0.4799
H 1.0626 0.8514 1.6503
H -1.1055 1.3403 2.7642
H -1.9124 0.1287 1.7304
H -1.1443 -1.5759 4.9009
H -2.5001 -0.9323 3.9498
H -3.5723 0.7102 5.2662
H -3.4956 2.7308 6.6659
H -1.3241 3.6978 7.3259
H 0.7714 2.6278 6.5817
H 0.6846 0.5928 5.1802
H -0.0072 -2.6236 3.2181
H -1.2641 -2.2451 2.0124
H 0.8952 -2.6385 0.8858
H 1.6698 -1.3793 1.8871
H -0.7168 2.0168 -4.2702
H 1.1473 2.4858 -5.8200

---

It is P that is most stable; the runner-up trails by 0.119 eV.

---

## P
58
Properties=species:S:1:pos:R:3 method="wB97M-V/def2-TZVPD" smiles="COC(=O)c1ccc(CN2CCN(CCc3ccccc3)[C@@H](CCO)C2)cc1" orbital_gap_ha=0.321 e_lumo_ev=0.589
C 0.7994 -1.3125 -7.8127
O 0.7816 -1.4816 -6.4046
C 1.9831 -1.4813 -5.8019
O 3.0189 -1.3464 -6.4077
C 1.8863 -1.6649 -4.3367
C 3.0645 -1.6946 -3.5948
C 3.0196 -1.8621 -2.2248
C 1.8015 -2.0090 -1.5729
C 1.7316 -2.2109 -0.0846
N 0.6650 -1.4183 0.4997
C 0.9541 0.0032 0.4400
C -0.2645 0.7897 0.9332
N -0.6827 0.4077 2.2680
C 0.0909 1.0115 3.3391
C -0.7144 2.1459 4.0044
C -0.9354 3.2805 3.0501
C 0.0334 4.2635 2.8875
C -0.1437 5.2865 1.9731
C -1.2947 5.3392 1.2055
C -2.2661 4.3647 1.3599
C -2.0869 3.3439 2.2760
C -0.8640 -1.0319 2.3639
C -2.1189 -1.4575 1.5874
C -2.7598 -2.7098 2.1869
O -3.1288 -2.5444 3.5355
C 0.3715 -1.7995 1.8676
C 0.6263 -1.9803 -2.3183
C 0.6620 -1.8071 -3.6864
H -0.2357 -1.3690 -8.1396
H 1.2321 -0.3442 -8.0737
H 1.3947 -2.0986 -8.2823
H 4.0048 -1.5807 -4.1128
H 3.9378 -1.8801 -1.6550
H 2.7129 -1.9862 0.3726
H 1.5076 -3.2656 0.1128
H 1.8397 0.2533 1.0557
H 1.1726 0.2757 -0.5948
H -1.0980 0.6032 0.2522
H -0.0504 1.8592 0.9218
H 0.3240 0.2646 4.1035
H 1.0400 1.4210 2.9728
H -1.6718 1.7393 4.3313
H -0.1623 2.4943 4.8797
H 0.9339 4.2276 3.4853
H 0.6174 6.0450 1.8595
H -1.4341 6.1376 0.4915
H -3.1665 4.4018 0.7637
H -2.8421 2.5807 2.3907
H -1.0316 -1.2764 3.4187
H -1.8622 -1.6506 0.5468
H -2.8375 -0.6351 1.6241
H -2.0553 -3.5443 2.1815
H -3.6352 -2.9958 1.5846
H -3.6980 -1.7692 3.6021
H 1.2263 -1.5889 2.5384
H 0.1731 -2.8730 1.9002
H -0.3155 -2.0870 -1.8026
H -0.2505 -1.7829 -4.2610

---

## Q
58
Properties=species:S:1:pos:R:3 method="wB97M-V/def2-TZVPD" smiles="CCCCOc1ccc(C(=O)NCC(=O)N[C@@H](C)CCc2ccccc2)cc1" orbital_gap_ha=0.342 e_lumo_ev=0.734
C 8.8930 -1.4887 -0.9127
C 7.4224 -1.7558 -1.2116
C 6.5463 -0.5112 -1.0781
C 6.4702 0.0070 0.3604
O 5.5468 1.0697 0.5012
C 4.2167 0.8148 0.5318
C 3.3927 1.9442 0.5838
C 2.0237 1.8194 0.6519
C 1.4307 0.5572 0.6638
C -0.0367 0.3388 0.7220
O -0.5689 -0.6484 0.2314
N -0.7435 1.2828 1.3803
C -2.1774 1.2028 1.5603
C -2.9458 1.6853 0.3168
O -3.6287 2.6901 0.3191
N -2.7539 0.8902 -0.7417
C -3.3861 1.1201 -2.0249
C -2.5134 0.5240 -3.1218
C -4.8319 0.5949 -2.0402
C -4.9818 -0.9184 -1.8419
C -4.5445 -1.3782 -0.4789
C -3.4439 -2.2100 -0.3190
C -3.0417 -2.6206 0.9398
C -3.7399 -2.2046 2.0599
C -4.8463 -1.3834 1.9121
C -5.2459 -0.9770 0.6525
C 2.2514 -0.5627 0.5850
C 3.6262 -0.4472 0.5279
H 9.4840 -2.3793 -1.1130
H 9.2674 -0.6820 -1.5386
H 9.0380 -1.2139 0.1288
H 7.3311 -2.1305 -2.2332
H 7.0515 -2.5347 -0.5408
H 5.5358 -0.7445 -1.4215
H 6.9338 0.2853 -1.7163
H 7.4263 0.4441 0.6576
H 6.2319 -0.8089 1.0542
H 3.8622 2.9151 0.5677
H 1.4198 2.7156 0.6600
H -0.2757 2.1050 1.7226
H -2.4451 0.1578 1.7452
H -2.4657 1.8167 2.4136
H -2.1857 0.0568 -0.6254
H -3.4463 2.2092 -2.1543
H -1.5483 1.0246 -3.1452
H -2.3404 -0.5334 -2.9404
H -2.9908 0.6430 -4.0909
H -5.3747 1.1171 -1.2506
H -5.2815 0.8723 -2.9960
H -4.4212 -1.4507 -2.6114
H -6.0393 -1.1654 -1.9733
H -2.8894 -2.5409 -1.1857
H -2.1774 -3.2586 1.0439
H -3.4266 -2.5203 3.0447
H -5.3995 -1.0597 2.7820
H -6.1130 -0.3412 0.5459
H 1.7880 -1.5377 0.5734
H 4.2223 -1.3445 0.4800

---

It is Q that is most stable; the runner-up trails by 1.438 eV.

---

## P
12
Properties=species:S:1:pos:R:3 method="wB97M-V/def2-TZVPD" orbital_gap_ha=0.310 e_lumo_ev=0.465
C -1.4450 2.1625 0.5466
S -0.0110 1.1442 0.9681
N -0.0873 0.2194 -0.6101
C 0.4432 -0.9023 -1.0396
N 0.9320 -2.0108 -0.4013
S 2.1325 -1.6032 0.7722
H -2.2491 1.5073 0.1473
H -1.1542 2.6566 -0.4323
H -1.5265 2.9576 1.3060
H 0.0700 -1.0523 -2.0195
H 1.2890 -2.6214 -1.1013
H 1.6064 -2.4575 1.8639

---

## Q
12
Properties=species:S:1:pos:R:3 method="wB97M-V/def2-TZVPD" orbital_gap_ha="0.275 / 0.275" e_lumo_ev="-0.343 / -0.344"
C 0.1839 1.4812 -0.3331
C 0.3213 -1.7575 0.5817
N -1.0914 -0.0465 -0.0940
N -0.4518 -1.1424 -0.5286
S 1.3321 1.3413 -1.4229
S -0.3124 2.9160 0.4575
H -0.2433 -1.8790 1.5844
H 0.5848 -2.7043 0.1403
H 1.1286 -1.0869 0.6216
H -1.3168 -0.0294 0.9012
H 0.0552 -0.9217 -1.3471
H -0.1901 3.8291 -0.5610

---

## R
12
Properties=species:S:1:pos:R:3 method="wB97M-V/def2-TZVPD" smiles="NNC(=S)CS" orbital_gap_ha=0.338 e_lumo_ev=0.517
N 1.5550 1.5912 -0.1352
N 0.4108 0.8650 0.0626
C 0.4161 -0.4524 0.1324
S 1.6348 -1.4700 -0.2858
C -0.9750 -1.0057 0.4953
S -2.4479 -0.1486 -0.2712
H 2.1209 1.5704 0.6930
H 2.0197 1.1017 -0.8928
H -0.4649 1.3601 -0.0332
H -1.1449 -0.9760 1.5994
H -1.0124 -2.0674 0.2383
H -2.1120 -0.3682 -1.6027

---

It is R that is most stable; the runner-up trails by 1.543 eV.

---

## P
26
Properties=species:S:1:pos:R:3 method="wB97M-V/def2-TZVPD" orbital_gap_ha=0.307 e_lumo_ev=0.241
C -2.9113 -1.8780 1.2225
C -1.8171 -1.7237 0.1565
C -1.6474 -2.7008 -0.9721
N -1.1689 -0.5686 0.2134
O -1.3239 0.3209 1.1134
O -0.2692 -0.2732 -0.8269
C 0.5149 0.9949 -0.6805
C 0.0793 2.1718 0.0371
C 0.9275 3.1036 0.4882
C 2.3559 2.9414 0.3563
C 2.8794 1.7734 -0.0480
C 1.9535 0.6455 -0.3850
C 2.3051 -0.6514 -0.2687
Br 4.1644 -1.1317 -0.0755
H -3.2396 -0.8239 1.6051
H -2.5390 -2.5448 2.0238
H -3.7865 -2.4157 0.8927
H -0.6490 -2.9736 -1.2903
H -2.1550 -2.2509 -1.9100
H -2.0170 -3.6467 -0.6193
H 0.5614 1.2966 -1.7779
H -1.0119 2.3619 0.0494
H 0.5153 3.9568 0.8712
H 2.8377 3.8885 0.5928
H 3.8854 1.4593 -0.2208
H 1.5559 -1.3317 -0.5477

---

## Q
26
Properties=species:S:1:pos:R:3 method="wB97M-V/def2-TZVPD" smiles="CO[C@H]1CO[C@@]23C(Br)=CC=C[C@@H]2N3C1" orbital_gap_ha=0.325 e_lumo_ev=0.727
C -2.3587 0.3899 -2.5916
O -1.5454 0.6500 -1.4972
C -1.7875 0.1365 -0.1813
C -1.4651 -1.3146 -0.0803
O -0.3052 -1.6469 0.6548
C 0.6245 -0.5922 0.8392
C 1.6786 -0.9460 1.9004
Br 1.3046 -2.2076 3.2587
C 2.8802 -0.3776 1.8658
C 3.3227 0.4219 0.7845
C 2.5172 0.7244 -0.2631
C 1.1010 0.3662 -0.2692
N 0.3666 0.7641 0.8747
C -1.0606 1.0756 0.7456
H -1.8675 0.9793 -3.3270
H -3.4070 0.9946 -2.5963
H -2.4870 -0.7194 -2.7358
H -2.8137 0.3118 0.0726
H -2.1580 -1.8419 0.4480
H -1.4192 -1.7536 -1.1123
H 3.6829 -0.5844 2.6226
H 4.4177 0.7645 0.9203
H 2.8696 1.0620 -1.1986
H 0.5104 0.1958 -1.0919
H -1.1698 2.1053 0.2213
H -1.4314 1.0423 1.7361

---

It is Q that is most stable; the runner-up trails by 1.633 eV.